This record from OMol25 describes 2 unconnected molecules or ions with the total composition CH3N4S in a non-equilibrium geometry. The level of theory is the ωB97M-V functional and the def2-TZVPD basis.

```
! RIJCOSX wB97M-V def2-TZVPD def2/J DEFGRID3
* xyz -1 1
C 1.3939 0.0595 0.5152
N -1.4437 -0.5104 -0.2175
N -2.6229 1.3454 -0.8835
N 1.1076 0.5766 -0.6385
N -2.1415 0.4443 -0.3322
S -0.7923 -1.4795 0.9416
H 1.9092 -0.9828 0.5327
H 1.2828 0.6328 1.4556
H 1.3068 -0.0860 -1.3735
*
```

Properties
orbital gap	6.6048	eV
energy	-657.03001	Ha

Table of natural (NBO) atomic charges, one value per atom, all in e: C -0.0678; N -0.4360; N -0.2961; N -0.7058; N 0.2177; S -0.3453; H 0.1491; H 0.1665; H 0.3177

This record from OMol25 describes a single CH3N5 molecule in a non-equilibrium geometry. The level of theory is the ωB97M-V functional and the def2-TZVPD basis.

```
! RIJCOSX wB97M-V def2-TZVPD def2/J DEFGRID3
* xyz 0 1
N 1.5392 0.0265 0.0420
N 0.1129 -0.1082 -0.2774
C -0.6210 0.9579 -0.0791
N -1.8766 0.6192 -0.0280
N -1.7529 -0.8349 0.0759
N -0.6423 -1.2924 -0.1161
H 1.7138 -0.7495 -0.5692
H 1.6261 -0.6373 0.8878
H -0.0994 2.0187 0.0642
*
```

Properties
SMILES	Nn1cnnn1
orbital gap	11.1739	eV
energy	-313.55641	Ha

Table of natural (NBO) atomic charges, one value per atom, all in e: N -0.5877; N -0.1493; C 0.1859; N -0.3233; N -0.0362; N -0.0451; H 0.3580; H 0.3494; H 0.2484

This record from OMol25 describes a single CH3N5 molecule in a non-equilibrium geometry. The level of theory is the ωB97M-V functional and the def2-TZVPD basis.

```
! RIJCOSX wB97M-V def2-TZVPD def2/J DEFGRID3
* xyz 0 1
N -0.4757 1.5305 -0.2344
N 0.2525 0.2450 -0.0256
C 0.1221 -0.7204 -0.8494
N 0.4856 -1.8601 -0.3416
N 0.6795 -1.5584 1.0005
N 0.5674 -0.3358 1.2465
H -0.0151 2.2302 0.4343
H -1.2597 1.2174 0.5487
H -0.3566 -0.7483 -1.7788
*
```

Properties
SMILES	Nn1cnnn1
orbital gap	11.2463	eV
energy	-313.56863	Ha

Table of natural (NBO) atomic charges, one value per atom, all in e: N -0.5887; N -0.1119; C 0.1715; N -0.3157; N -0.0365; N -0.0789; H 0.3731; H 0.3614; H 0.2256

This record from OMol25 describes a single CH3N5 molecule in a non-equilibrium geometry. The level of theory is the ωB97M-V functional and the def2-TZVPD basis.

```
! RIJCOSX wB97M-V def2-TZVPD def2/J DEFGRID3
* xyz 0 1
H -2.2703 -0.6027 0.3057
N -1.9858 0.3120 -0.0490
C -0.6620 0.2446 -0.0333
N -0.0326 1.5118 0.0143
N 1.1521 1.2419 -0.1630
N 1.5181 -0.3011 -0.0701
N 0.2560 -0.8069 0.0319
H 1.9820 -0.1995 0.9335
H 0.0424 -1.4002 -0.9700
*
```

Properties
SMILES	[H]/N=c1/nn[nH][nH]1
orbital gap	9.5653	eV
energy	-313.53991	Ha

Table of natural (NBO) atomic charges, one value per atom, all in e: H 0.3337; N -0.6216; C 0.4319; N -0.1394; N 0.0277; N -0.3194; N -0.4739; H 0.3610; H 0.4000

This record from OMol25 describes a single CH3N5 molecule in a non-equilibrium geometry. The level of theory is the ωB97M-V functional and the def2-TZVPD basis.

```
! RIJCOSX wB97M-V def2-TZVPD def2/J DEFGRID3
* xyz 0 1
H -2.2803 -0.8275 -0.4355
N -2.0875 0.1570 -0.2889
C -0.7895 0.0511 0.2397
N 0.0217 -1.1109 0.3213
N 1.1495 -0.8400 -0.1906
N 1.4098 0.4689 -0.3269
N 0.1728 1.0492 0.3549
H 2.2588 0.6701 0.0979
H 0.0944 1.7805 -0.1897
*
```

Properties
SMILES	[H]/N=c1\nn[nH][nH]1
orbital gap	9.5222	eV
energy	-313.54088	Ha

Table of natural (NBO) atomic charges, one value per atom, all in e: H 0.3451; N -0.6501; C 0.4615; N -0.2393; N 0.0482; N -0.2715; N -0.4607; H 0.3897; H 0.3771

This record from OMol25 describes a single CH3N5O molecule in a non-equilibrium geometry. The level of theory is the ωB97M-V functional and the def2-TZVPD basis.

```
! RIJCOSX wB97M-V def2-TZVPD def2/J DEFGRID3
* xyz 0 1
N -1.6940 -0.6445 0.0079
N -0.3507 -0.4277 -0.1162
N 0.4098 -1.4405 -0.0506
N 1.6632 -1.0247 -0.0361
N 1.6188 0.3532 -0.0337
C 0.3014 0.8059 -0.0933
O -0.1055 1.9732 -0.0433
H -1.9714 -0.2671 0.9109
H -2.1921 -0.2727 -0.7782
H 2.3205 0.9449 0.2326
*
```

Properties
SMILES	Nn1nn[nH]c1=O
orbital gap	10.3351	eV
energy	-388.85666	Ha

Table of natural (NBO) atomic charges, one value per atom, all in e: N -0.6194; N -0.1068; N -0.0019; N -0.0598; N -0.4327; C 0.6797; O -0.6268; H 0.3735; H 0.3781; H 0.4160

We obtain energy relative to the best compared isomer or geometry (same formula, charge and spin) values of 2.6564, 2.7904, 2.4578, 3.2395, 3.2130, 0.3552 eV for the records listed above, in that order.
We obtain E_LUMO values of 4.0, 0.7, 0.5, -0.4, -0.1, 0.7 eV for the records listed above, in that order.